# 1
C6H4O | wB97M-V/def2-TZVPD

Summary:
SMILES string: C#CC#C[C@H]1CO1
HOMO level, eV: -9.55
Net charge: 0
Multiplicity: 1

Atoms and positions in Å:
C -1.5700 2.2995 1.7716
C -0.9491 1.2667 1.7128
C -0.2566 0.1109 1.4734
C 0.2495 -0.8253 0.8687
C 0.4238 -0.5459 -0.5775
C 1.3018 -1.0704 -1.6086
O -0.0799 -1.4097 -1.5620
H -2.1472 3.1865 1.8942
H 0.1561 0.5042 -0.7218
H 1.9947 -1.8861 -1.4434
H 1.5672 -0.3273 -2.3626

***

# 2
C46H56N6NiO2Se | wB97M-V/def2-TZVPD

Summary:
HOMO level, eV: -7.05
Net charge: 0
Multiplicity: 1

Atoms and positions in Å:
Ni 0.2911 1.2975 1.6666
C 2.6501 -0.0864 1.1610
N 2.2330 1.2801 1.5812
C 2.8400 2.2532 0.6606
C 2.6304 1.4744 2.9799
C 3.7875 2.0964 3.3839
C 4.0606 2.2097 4.7477
C 3.1589 1.7000 5.6616
C 1.9830 1.0748 5.2552
C 1.6972 0.9553 3.8965
N 0.5621 0.4494 3.2857
C -0.5564 -0.0112 3.9474
C -0.5942 -0.7539 5.1325
C -1.8120 -1.1347 5.6761
C -3.0107 -0.8109 5.0561
C -2.9850 -0.1202 3.8503
C -1.7715 0.2578 3.3109
N -1.6434 0.8695 1.9987
C -1.5658 -0.2188 0.9748
C -2.6633 1.8873 1.7018
H 3.7390 -0.1643 1.2149
H 2.3193 -0.2566 0.1364
H 2.1854 -0.8260 1.8065
H 3.9266 2.1438 0.6564
H 2.5579 3.2646 0.9410
H 2.4619 2.0566 -0.3343
H 4.4748 2.5120 2.6605
H 4.9613 2.7071 5.0797
H 3.3550 1.8007 6.7218
H 1.2824 0.7300 5.9992
H 0.3274 -1.0462 5.6136
H -1.8232 -1.6996 6.5997
H -3.9542 -1.1069 5.4938
H -3.9083 0.1172 3.3356
H -2.4965 -0.4345 0.4383
H -1.1667 -1.1156 1.4519
H -0.8517 0.0866 0.2039
H -3.5853 1.4263 1.3361
H -2.2838 2.5797 0.9575
H -2.8755 2.4454 2.6109
C 4.1867 6.9898 -1.6143
C 3.5738 5.7219 -2.1478
C 4.3746 4.5969 -2.3273
C 3.8352 3.4102 -2.7963
C 2.4878 3.3378 -3.1015
C 1.6803 4.4601 -2.9409
N 0.3363 4.4163 -3.3483
C -0.5180 3.3231 -3.1919
C -1.1858 2.8377 -4.3162
C -2.1196 1.8205 -4.2190
C -2.3839 1.2501 -2.9854
C -1.7092 1.7185 -1.8713
C -0.7863 2.7501 -1.9343
C -0.3112 3.3780 -0.6365
O -0.4191 4.5907 -0.5359
O 0.1080 2.6246 0.3242
C 2.2087 5.6572 -2.4437
C 1.2872 6.8225 -2.2180
H 5.2725 6.9078 -1.5825
H 3.8379 7.2016 -0.6008
H 3.9303 7.8533 -2.2295
H 5.4327 4.6592 -2.1012
H 4.4699 2.5437 -2.9387
H 2.0539 2.4283 -3.5005
H 0.0484 5.1138 -4.0118
H -0.9567 3.2761 -5.2807
H -2.6339 1.4756 -5.1077
H -3.1170 0.4654 -2.8834
H -1.9550 1.3113 -0.9054
H 0.3217 6.4547 -1.8711
H 1.1298 7.4047 -3.1325
H 1.6823 7.5039 -1.4674
C -1.7823 -6.0687 2.7495
C -2.4286 -6.0573 1.3687
C -3.4673 -4.9503 1.2022
C -2.8681 -3.5492 1.1335
N -2.1944 -3.3038 -0.1368
C -0.8490 -3.2306 -0.3417
Se 0.4446 -3.4418 0.9376
N -0.6627 -2.9457 -1.6592
C 0.6172 -2.7443 -2.3271
C 0.9866 -3.9188 -3.2282
C 1.3189 -5.2015 -2.4686
C 2.6704 -5.1468 -1.7668
C -1.8919 -2.8384 -2.2967
C -2.2278 -2.5647 -3.6122
C -3.5801 -2.5144 -3.9203
C -4.5566 -2.7179 -2.9445
C -4.2165 -2.9919 -1.6269
C -2.8649 -3.0567 -1.3261
H -1.1729 -6.9624 2.8873
H -2.5416 -6.0602 3.5357
H -1.1302 -5.2064 2.8905
H -2.9103 -7.0193 1.1790
H -1.6539 -5.9442 0.6036
H -4.1716 -4.9774 2.0390
H -4.0548 -5.1245 0.2963
H -2.1307 -3.3861 1.9193
H -3.6435 -2.7861 1.2382
H 1.3560 -2.5945 -1.5405
H 0.5370 -1.8183 -2.9012
H 1.8464 -3.6171 -3.8341
H 0.1656 -4.0994 -3.9271
H 1.3047 -6.0378 -3.1714
H 0.5322 -5.4041 -1.7350
H 3.4701 -4.9347 -2.4808
H 2.8985 -6.0968 -1.2827
H 2.6844 -4.3805 -0.9912
H -1.4733 -2.3832 -4.3647
H -3.8828 -2.3025 -4.9368
H -5.6009 -2.6625 -3.2205
H -4.9754 -3.1542 -0.8737

***

In the order shown, the computed calculated total energy values come out to -306.02962 -6175.29824 hartree.
In the order shown, the computed molar mass values come out to 92.097 862.647 g mol⁻¹.
In the order shown, the computed orbital gap values come out to 9.006 7.481 eV.